## a
The following is a quantum chemistry calculation of C6H9F as an isolated structure, from OMol25.

## Properties
Gap between HOMO and LUMO in eV: 11.01
HOMO energy in eV: -10.32
2S+1: 1

Last column: natural (NBO) charge in e.
CARTESIAN COORDINATES (ANGSTROEM)
C1 -0.1059 -1.3921 -1.5575  -0.172
H1 1.2770 1.1959 0.7436  0.220
F1 1.4403 0.2841 -3.4305  -0.531
H2 -1.3347 -1.5827 1.3608  0.221
H3 2.0152 -0.6309 -1.8020  0.194
H4 0.3527 -0.9606 1.6759  0.208
H5 0.0655 1.8713 1.9160  0.212
H6 -1.2069 -0.0226 2.4133  0.225
H7 -0.0537 2.3045 0.1410  0.222
H8 -0.5002 -2.3060 -1.7061  0.220
C2 0.2123 1.5523 0.7939  -0.580
C3 -0.7635 -0.5834 1.5366  -0.585
C4 1.0143 -0.3670 -1.8275  0.148
C5 -0.1084 -0.3352 -0.7276  0.094
C6 -0.6605 0.3813 0.4019  -0.332
H9 -1.6434 0.5911 0.0683  0.235

---

## b
The following is a quantum chemistry calculation of one molecule with the formula C6H9F, from OMol25.

## Properties
Gap between HOMO and LUMO (spin up / spin down) in eV: 8.73 / 8.20
HOMO energy (spin up / spin down) in eV: -8.26 / -7.97
2S+1: 1

Last column: natural (NBO) charge in e.
CARTESIAN COORDINATES (ANGSTROEM)
C1 0.8017 2.1877 -0.1583  -0.694
H1 -1.3701 -1.2581 1.2268  0.198
H2 0.1561 2.9454 0.2416  0.227
C2 -1.3198 -1.1740 0.1084  -0.529
C3 -1.4491 0.1937 -0.4197  0.416
H3 1.1639 2.3435 -1.1393  0.227
C4 0.0651 -1.6177 -0.2127  -0.372
H4 -2.1611 -1.7883 -0.1727  0.226
F1 -2.4927 1.0511 -0.1785  -0.346
H5 0.0059 -1.7665 -1.2727  0.207
H6 2.0366 -0.5088 -0.3704  0.216
C5 0.2206 0.7579 0.1205  0.086
H7 0.2347 -2.4597 0.3687  0.206
H8 1.3194 -0.7824 1.2401  0.222
C6 1.0587 -0.4966 0.2493  -0.505
H9 1.7300 2.3726 0.3689  0.215

---

## c
The following is a quantum chemistry calculation of a 2-piece molecular cluster, C6H9F overall, from OMol25.

## Properties
Gap between HOMO and LUMO in eV: 9.84
HOMO energy in eV: -9.99
2S+1: 1

Last column: natural (NBO) charge in e.
CARTESIAN COORDINATES (ANGSTROEM)
C1 -0.8200 -0.1615 -0.4338  -0.275
H1 1.1282 0.2154 0.6255  0.169
F1 -2.1692 0.9123 1.2634  -0.368
C2 0.0571 -0.0187 0.7507  -0.364
H2 -2.8790 -0.8112 -0.5612  0.224
H3 2.4412 0.3949 -1.1905  0.271
C3 -1.8613 -1.2591 -0.3948  -0.601
H4 -1.8960 -1.8027 0.5606  0.219
H5 4.1239 0.9435 -0.4244  0.286
H6 -0.1004 -0.5184 1.6655  0.238
C4 -1.0161 0.9833 0.4142  0.187
H7 -0.4694 -0.0245 -1.5350  0.224
C5 3.1135 0.6249 -0.3770  -0.760
C6 2.6516 0.5447 0.7921  0.150
H8 -0.8130 1.9618 0.0893  0.188
H9 -1.4909 -1.9847 -1.2444  0.212

---

b (6.6 kcal/mol below the next structure)

---

## a
The following is a quantum chemistry calculation of one molecule with the formula C3H9N2PS, from OMol25.

## Properties
Gap between HOMO and LUMO in eV: 8.70
HOMO energy in eV: -8.82
2S+1: 1

Last column: natural (NBO) charge in e.
CARTESIAN COORDINATES (ANGSTROEM)
H1 0.5245 0.1184 2.3838  0.214
H2 2.2303 -0.1044 1.9442  0.226
H3 -0.6869 -1.4773 -0.6576  0.384
N1 0.9015 -0.7509 0.5329  -0.653
H4 -1.0437 1.0241 0.8201  0.192
H5 -2.3719 0.2514 -0.0360  0.214
P1 1.9602 -1.8234 -0.1326  0.873
C1 -1.2861 0.3926 -0.0393  -0.248
H6 -1.1816 0.5034 -2.1989  0.211
H7 1.2932 1.1953 1.1821  0.196
S1 1.0370 -2.9062 -1.4507  -0.550
N2 -0.7304 -0.9107 0.1899  -0.420
H8 0.2355 1.1625 -1.3756  0.209
C2 -0.8506 1.0769 -1.3353  -0.631
C3 1.2439 0.1710 1.5661  -0.430
H9 -1.2750 2.0773 -1.3931  0.213

---

## b
The following is a quantum chemistry calculation of a 2-piece molecular cluster, C3H9N2PS overall, from OMol25.

## Properties
Gap between HOMO and LUMO (spin up / spin down) in eV: 6.86 / 6.86
HOMO energy (spin up / spin down) in eV: -8.54 / -8.54
2S+1: 1

Last column: natural (NBO) charge in e.
CARTESIAN COORDINATES (ANGSTROEM)
C1 2.2265 -0.8556 1.2995  -0.672
S1 -0.2833 -2.0618 -3.0041  -0.294
H1 -3.2754 0.0116 -0.4868  0.250
N1 -0.3707 1.6857 -1.1990  -1.136
P1 -0.9014 0.0732 -0.8297  1.259
H2 0.5775 1.7775 -1.4349  0.387
H3 1.1104 -1.5297 -0.5899  0.195
H4 -0.6142 2.2903 -0.3184  0.380
C2 -2.4797 0.5280 0.0467  -0.959
N2 0.1388 -0.2109 0.5847  -0.752
H5 -2.2242 0.2968 1.1351  0.265
H6 2.0836 -0.1238 2.0344  0.235
H7 3.1337 -0.6225 0.6161  0.238
H8 -2.5981 1.5777 -0.1668  0.235
H9 2.3752 -1.7998 1.8687  0.232
C3 1.1014 -1.0367 0.4443  0.138

---

a (54.8 kcal/mol below the next structure)

---

## a
The following is a quantum chemistry calculation of a 4-piece molecular cluster, CH9NO3 overall, from OMol25.

## Properties
Gap between HOMO and LUMO in eV: 11.32
HOMO energy in eV: -10.49
2S+1: 1

Last column: natural (NBO) charge in e.
CARTESIAN COORDINATES (ANGSTROEM)
H1 0.0187 0.1789 -2.3422  0.504
H2 0.7849 1.8229 -0.7872  0.488
N1 -0.1891 0.5949 1.0103  -0.617
H3 -0.7370 -0.1717 -0.9964  0.443
H4 2.1847 1.9655 -1.2846  0.467
O1 -0.2826 -2.1542 -0.0346  -0.959
H5 -0.9918 -0.2582 2.7895  0.152
C1 -0.3940 0.4226 2.2736  -0.013
O2 -0.6449 -0.3336 -1.8506  -0.946
H6 -0.0316 -2.1451 -0.8983  0.486
O3 1.2960 2.0947 -1.5690  -0.957
H7 -0.8366 0.0956 0.3473  0.323
H8 -0.4074 -3.0291 0.2771  0.473
H9 0.2307 0.9168 3.0649  0.157

---

## b
The following is a quantum chemistry calculation of a 3-piece molecular cluster, CH9NO3 overall, from OMol25.

## Properties
Gap between HOMO and LUMO in eV: 10.34
HOMO energy in eV: -9.66
2S+1: 1

Last column: natural (NBO) charge in e.
CARTESIAN COORDINATES (ANGSTROEM)
H1 -0.4423 0.7476 1.6713  0.355
N1 -0.5416 -0.2472 1.8494  -0.868
H2 -0.8467 -0.2008 2.8125  0.364
H3 0.8891 0.1890 -3.3649  0.470
C1 -1.4373 -0.8372 0.8428  0.076
O1 3.1773 1.2973 0.2661  -0.941
H4 2.5462 0.8014 0.7938  0.472
H5 4.0492 0.8884 0.5469  0.468
H6 -0.9175 -1.1269 -0.0913  0.168
O2 0.1533 -0.2406 -2.9098  -0.935
O3 -2.3408 0.1211 0.2703  -0.730
H7 -1.7713 0.6289 -0.3106  0.460
H8 -0.4230 -0.4318 -3.6526  0.466
H9 -2.0946 -1.5891 1.2760  0.175

---

b (24.1 kcal/mol below the next structure)

---

## a
The following is a quantum chemistry calculation of C12H40N3O6 as an isolated structure, from OMol25.

## Properties
Charge: +1
Gap between HOMO and LUMO in eV: 6.25
HOMO energy in eV: -10.99
2S+1: 1

Last column: natural (NBO) charge in e.
CARTESIAN COORDINATES (ANGSTROEM)
H1 -1.3318 -0.0098 0.2188  0.352
H2 0.5774 2.9138 -0.5190  0.292
H3 0.8150 -0.3632 0.4290  0.524
H4 2.8743 -0.5843 3.7151  0.154
C1 -3.3557 0.4123 -2.4975  -0.300
H5 2.9346 -1.2977 -1.1142  0.511
C2 -2.9688 -1.6674 -1.3728  -0.320
H6 1.9667 0.4859 -2.5017  0.520
H7 0.9327 3.0217 3.6432  0.227
H8 3.3691 0.0642 -0.5305  0.527
H9 -0.3373 2.8945 2.4858  0.206
H10 -3.4487 1.2015 -3.2436  0.215
H11 2.5691 1.0731 4.0709  0.164
H12 0.1899 2.0187 0.2219  0.433
N1 1.1656 1.9133 0.4605  -0.936
H13 0.1765 0.4679 0.1970  0.341
C3 -0.1062 -2.4800 -0.6272  -0.097
H14 2.0323 -0.5064 -0.1771  0.455
H15 1.3605 1.0418 -0.0112  0.330
H16 -3.3781 -0.9749 -0.6372  0.168
H17 -1.2553 -1.9199 0.9137  0.399
C4 -1.1879 1.2309 -1.9550  -0.083
H18 -0.8397 3.7757 -1.0009  0.222
C5 0.7710 0.3921 2.3319  -0.087
O1 1.2726 -0.1522 -2.3206  -0.738
H19 1.1399 3.8487 2.1455  0.224
H20 0.1646 -1.0769 0.6720  0.262
C6 1.3166 1.7042 1.8921  -0.120
O2 -2.6076 -2.8690 -0.6133  -0.555
H21 -1.2583 -4.4463 -0.3972  0.211
H22 -1.5246 2.0875 -2.5389  0.200
H23 -0.0582 -1.6918 -1.3786  0.122
H24 -3.8543 -1.7490 -2.0031  0.185
N2 -0.2686 -1.9885 0.7094  -0.750
C7 -1.2664 1.7116 -0.5222  -0.112
H25 1.0831 -0.4979 1.7856  0.113
O3 -1.9764 0.0639 -2.2531  -0.573
H26 1.9721 -2.5079 0.0071  0.188
C8 -1.3552 -3.4811 -0.8944  -0.050
C9 -0.4911 2.9984 -0.3209  -0.778
C10 1.2615 -3.0781 -0.5912  -0.628
H27 2.2190 -0.1480 5.3299  0.211
H28 1.7651 -3.1502 -1.5553  0.166
C11 0.7488 2.9256 2.5732  -0.616
H29 -4.0713 0.3452 -1.6780  0.208
H30 2.3865 1.7796 2.0863  0.193
H31 -1.3565 -3.7319 -1.9552  0.171
H32 -2.2656 1.8317 -0.1035  0.232
H33 1.1514 -0.1329 -1.3685  0.438
H34 -0.3183 0.3921 2.2929  0.262
N3 -0.7443 0.7680 0.4834  -0.894
H35 -0.5225 3.4653 0.6635  0.254
H36 -0.1533 1.0984 -2.2712  0.161
H37 1.6572 -0.9980 -2.5619  0.515
H38 1.0769 -4.0604 -0.1564  0.266
O4 2.9455 -0.7694 -0.3127  -0.738
H39 -2.0796 -1.2577 -1.8519  0.254
O5 1.1482 -0.0219 -0.4237  -0.930
H40 -3.7035 -0.4426 -3.0772  0.210
O6 0.8485 0.0599 3.7465  -0.522
C12 2.1932 0.0679 4.2618  -0.257

---

## b
The following is a quantum chemistry calculation of a 6-piece molecular cluster, C12H40N3O6 overall, from OMol25.

## Properties
Charge: +1
Gap between HOMO and LUMO in eV: 6.82
HOMO energy in eV: -11.80
2S+1: 1

Last column: natural (NBO) charge in e.
CARTESIAN COORDINATES (ANGSTROEM)
H1 -18.4527 11.9768 30.2430  0.214
H2 -18.6572 10.6309 29.2273  0.234
H3 -14.1817 13.6212 26.8068  0.162
H4 -11.4711 10.4107 24.2811  0.202
H5 -11.1780 17.6603 25.0721  0.175
H6 -19.5032 15.2199 24.8125  0.533
H7 -18.5425 13.9849 25.2915  0.575
N1 -17.8684 11.6575 26.9925  -0.843
C1 -11.8257 11.4252 24.1033  -0.243
C2 -15.2644 13.4964 21.2837  -0.615
C3 -17.8500 12.4440 28.2292  -0.067
H8 -12.1196 17.9963 26.6257  0.173
H9 -15.9650 13.2658 20.4810  0.220
H10 -13.2578 17.9637 24.0366  0.168
O1 -18.4066 13.7075 22.3094  -0.786
H11 -16.7766 12.5395 24.9873  0.474
C4 -15.7901 17.2768 23.1285  -0.624
N2 -15.7120 15.9442 25.1994  -0.870
H12 -17.5960 12.1959 26.1603  0.329
H13 -17.8311 13.2793 23.0512  0.584
H14 -17.0733 11.0205 27.0283  0.364
H15 -14.1889 18.1112 25.4759  0.174
H16 -16.7706 14.1901 28.9839  0.176
H17 -12.0820 11.8302 25.0911  0.164
H18 -14.4807 14.0503 20.7606  0.226
O2 -15.4704 12.6539 28.2218  -0.559
O3 -12.8825 16.5329 25.3964  -0.552
H19 -11.0680 12.0251 23.5915  0.173
C5 -14.6532 12.2649 21.9431  -0.078
H20 -16.3459 16.6831 22.4032  0.190
C6 -14.2986 13.3555 27.8594  -0.253
H21 -14.3600 15.7604 23.5537  0.176
C7 -16.6781 13.4257 28.2007  -0.073
N3 -15.7497 11.4958 22.5716  -0.840
O4 -19.4404 14.4776 25.4403  -0.775
H22 -15.2330 10.7959 23.1040  0.374
H23 -13.8311 13.2120 23.7750  0.162
H24 -11.1447 16.5817 26.4582  0.197
H25 -12.7422 13.1307 22.4288  0.171
H26 -17.0038 11.1674 29.7945  0.230
C8 -14.9145 16.5193 24.1207  -0.081
O5 -17.2347 13.2838 24.6041  -1.229
C9 -13.8349 17.3647 24.7541  -0.061
O6 -13.0032 11.3445 23.3571  -0.551
H27 -16.5877 14.0619 27.3121  0.158
H28 -16.2494 15.1858 24.7880  0.363
H29 -15.1210 17.9145 22.5413  0.231
H30 -20.2250 13.9341 25.2307  0.549
H31 -14.2963 11.6259 21.1323  0.207
H32 -14.3811 14.2906 28.4297  0.168
H33 -18.7425 13.0798 28.2454  0.167
H34 -16.1143 12.1294 23.2808  0.331
H35 -19.2497 13.2379 22.1771  0.553
C10 -11.7813 17.2610 25.8902  -0.253
H36 -18.5549 14.6421 22.5208  0.539
H37 -16.3857 18.0524 23.6149  0.220
H38 -15.2524 15.4746 25.9647  0.376
H39 -13.3770 12.8979 28.2126  0.207
H40 -15.7401 14.1269 22.0398  0.170
C11 -17.9774 11.4601 29.4033  -0.624
C12 -13.5405 12.5677 22.9332  -0.079

---

b (485.3 kcal/mol below the next structure)

---

## a
The following is a quantum chemistry calculation of one molecule with the formula C11H15NOS, from OMol25.

## Properties
Gap between HOMO and LUMO (spin up / spin down) in eV: 7.86 / 7.58
HOMO energy (spin up / spin down) in eV: -8.52 / -8.47
2S+1: 1

Last column: natural (NBO) charge in e.
CARTESIAN COORDINATES (ANGSTROEM)
H1 1.4002 1.8470 1.6258  0.220
C1 0.1907 -1.9781 -0.6094  -0.544
O1 2.9082 -2.2320 -1.4024  -0.963
C2 0.3276 1.7461 -0.0849  -0.398
H2 -0.5446 2.4042 -0.1220  0.213
H3 -0.6806 -0.6033 -2.5957  0.197
C3 2.2480 -0.5405 0.8558  -0.146
C4 2.3336 0.8763 -2.1736  0.183
H4 -0.2015 1.6477 2.1077  0.220
H5 -1.7242 -0.6218 1.5847  0.220
C5 1.5248 0.1147 -1.3973  -0.322
C6 0.8516 -0.1901 1.1625  -0.293
C7 0.5771 1.2988 1.3478  -0.411
H6 -0.5007 -2.3164 -1.2850  0.218
S1 1.6518 -1.6855 -1.9349  1.216
C8 0.1495 0.4132 -0.9331  -0.060
H7 -1.9536 -1.8087 0.4174  0.214
H8 0.5069 -0.6170 2.2374  0.243
C9 -1.6000 -0.7831 0.5381  -0.611
N1 3.0178 1.5642 -2.7624  -0.290
H9 3.0927 0.1748 0.9651  0.220
H10 -0.4849 1.1994 -2.7478  0.220
C10 -0.7377 0.4652 -2.1239  -0.594
H11 -2.2353 -0.2694 -0.0711  0.217
C11 -0.1214 -0.7395 0.0788  -0.053
H12 2.5318 -1.5075 0.6778  0.210
H13 1.1166 2.2773 -0.4977  0.215
H14 0.5649 -2.8413 0.0837  0.247
H15 -1.7862 0.6840 -1.8925  0.212

---

## b
The following is a quantum chemistry calculation of one molecule with the formula C11H15NOS, from OMol25.

## Properties
Gap between HOMO and LUMO in eV: 5.20
HOMO energy in eV: -5.89
2S+1: 1

Last column: natural (NBO) charge in e.
CARTESIAN COORDINATES (ANGSTROEM)
C1 -0.8918 -0.6485 0.7616  0.053
H1 -3.8874 -0.1579 -0.3472  0.219
C2 -1.8368 0.0994 0.1865  -0.017
H2 3.8108 2.0244 -0.1854  0.240
H3 -0.3368 0.5648 2.4493  0.251
H4 0.8777 -0.6349 1.9992  0.286
C3 -2.9000 -0.3604 -0.7608  -0.634
H5 0.2462 -2.3203 0.1075  0.249
C4 -0.6967 -2.1213 0.6180  -0.645
C5 2.7449 1.9895 -0.4126  -0.432
H6 -2.8120 0.1847 -1.7005  0.222
H7 -2.5370 2.1182 -0.1415  0.250
H8 -1.9656 1.8040 1.5116  0.236
C6 0.1466 0.0659 1.5999  -0.544
C7 3.1859 -0.9175 -0.7674  -0.547
C8 2.8200 -0.2677 0.5063  0.638
C9 2.8129 -0.7467 -2.0226  -0.410
O1 3.0595 -0.7528 1.5852  -0.570
H9 2.0934 -0.0036 -2.3546  0.099
H10 2.2983 2.9676 -0.2364  0.210
H11 -2.8230 -1.4211 -0.9750  0.228
H12 3.8448 -1.7480 -0.5290  0.203
C10 0.8303 1.0963 0.7616  0.277
S1 -0.1784 2.2806 -0.0041  0.359
H13 -1.5003 -2.5903 0.0599  0.220
N1 2.1241 1.0058 0.4360  -0.383
H14 2.6247 1.7194 -1.4699  0.256
C11 -1.8102 1.5707 0.4553  -0.540
H15 -0.6433 -2.5834 1.6031  0.223

---

b (12.4 kcal/mol below the next structure)

---

## a
The following is a quantum chemistry calculation of one molecule with the formula C9H11NO2, from OMol25.

## Properties
Gap between HOMO and LUMO in eV: 10.09
HOMO energy in eV: -9.49
2S+1: 1

Last column: natural (NBO) charge in e.
CARTESIAN COORDINATES (ANGSTROEM)
O1 3.8403 -0.9613 -0.6192  -0.598
C1 -3.1996 0.2746 0.0738  -0.238
C2 -2.6071 -0.8748 0.6897  -0.203
C3 -0.5372 -0.5559 -0.6088  -0.046
C4 1.7556 -0.3183 0.3959  -0.141
H1 2.7403 1.6709 0.5572  0.515
H2 -3.3313 -1.3748 1.3318  0.223
H3 -0.5845 -1.7311 1.0901  0.213
H4 -2.8494 2.0806 -1.0347  0.224
C5 -1.2807 -1.1766 0.4443  -0.194
O2 3.5365 1.1039 0.1306  -0.686
C6 -1.0928 0.5148 -1.2108  -0.219
N1 1.1855 0.9118 1.0331  -0.916
H5 -0.4846 0.9837 -1.9755  0.214
H6 0.8566 1.2806 1.9012  0.417
C7 3.1382 -0.1114 -0.1221  0.760
H7 0.9998 -1.9694 -0.7596  0.245
H8 2.0081 -1.0557 1.2286  0.231
H9 1.2862 -0.5931 -1.7260  0.236
C8 0.8615 -0.8613 -0.8174  -0.439
C9 -2.5208 0.9856 -0.8233  -0.199
H10 0.4790 1.2082 0.3880  0.381
H11 -4.1995 0.5692 0.4331  0.220

---

## b
The following is a quantum chemistry calculation of one molecule with the formula C9H11NO2, from OMol25.

## Properties
Gap between HOMO and LUMO in eV: 9.40
HOMO energy in eV: -8.77
2S+1: 1

Last column: natural (NBO) charge in e.
CARTESIAN COORDINATES (ANGSTROEM)
H1 -0.9471 -2.2765 -1.7793  0.207
H2 0.5648 1.5816 -0.7348  0.207
C1 0.8833 -0.9880 -1.8655  0.796
H3 0.6358 2.7324 3.3111  0.208
C2 -1.2893 -0.5327 -0.5424  -0.396
C3 0.0753 1.5057 0.2404  -0.214
C4 0.1779 2.0914 2.5169  -0.214
H4 -1.5397 0.0990 -1.3915  0.212
H5 1.1029 -0.3050 -3.6883  0.490
C5 -0.3049 -1.6490 -1.1364  -0.147
C6 -0.8524 1.2036 2.8249  -0.220
H6 -2.2138 -0.3072 2.0533  0.212
H7 1.2290 -2.5184 -0.0451  0.384
H8 -2.0687 -1.1208 -0.2081  0.207
C7 0.6331 2.2974 1.2129  -0.201
C8 -1.3981 0.4267 1.8295  -0.202
H9 -0.3155 -3.2620 -0.0516  0.357
C9 -0.8216 0.4491 0.5740  -0.007
O1 1.9245 -0.7020 -1.3898  -0.566
N1 0.2189 -2.3134 0.0166  -0.835
H10 -1.0428 1.0801 3.9076  0.219
H11 1.3425 3.0027 0.8957  0.211
O2 0.4631 -0.7151 -3.1492  -0.706

---

b (25.3 kcal/mol below the next structure)